[1]
Computed, not measured: a structure of composition C24H33Cl2LuN4O3 in a non-equilibrium geometry, with ωB97M-V/def2-TZVPD.

As for the charge: 0. Its spin multiplicity is 1. The LUMO energy (alpha / beta) is 0.11 / 0.11 eV. The calculated total energy comes out at -3535.06336 Eh. The HOMO energy (alpha / beta) comes out at -0.145 / -0.144 Ha. For the relative energy (zero: lowest compared OMol25 entry of this formula, charge and spin), the calculation gives 13.6 kcal/mol.

Cartesian coordinates (Å):
O  1.771  1.323  -0.839
C  2.258  2.461  -0.677
C  3.157  3.046  -1.663
C  3.914  2.265  -2.585
H  3.825  1.182  -2.547
C  4.743  2.886  -3.521
H  5.342  2.287  -4.213
C  4.804  4.295  -3.585
H  5.475  4.772  -4.306
C  3.990  5.068  -2.743
H  4.010  6.159  -2.836
C  3.171  4.448  -1.806
H  2.501  5.033  -1.171
H  1.890  3.036  0.203
C  2.981  2.206  2.311
C  1.544  2.266  2.079
H  3.273  2.331  3.372
H  3.464  3.014  1.738
H  3.420  1.254  1.924
C  0.472  1.868  2.743
C  0.359  1.458  4.228
H  -0.507  1.815  2.247
H  1.083  2.016  4.834
H  0.576  0.394  4.406
H  -0.658  1.664  4.606
Lu  0.271  0.013  -0.169
Cl  2.427  -1.320  -0.002
Cl  -0.778  2.480  -0.339
C  0.433  -2.063  2.374
O  -0.125  -1.140  1.706
N  -0.187  -3.140  2.845
C  -1.607  -3.445  2.654
C  0.561  -4.078  3.670
H  1.518  -2.026  2.579
H  -2.098  -2.717  2.003
H  -2.107  -3.479  3.632
H  -1.694  -4.453  2.224
H  1.604  -3.764  3.656
H  0.473  -5.090  3.270
H  0.190  -4.076  4.698
H  -5.462  0.138  1.487
H  -5.892  1.807  -0.448
C  -4.469  0.587  1.586
C  -4.868  2.162  -0.272
N  -4.055  1.085  0.283
H  -3.770  -0.151  1.963
C  -2.944  0.709  -0.349
O  -2.110  -0.149  0.059
H  -4.423  2.468  -1.223
H  -2.767  1.266  -1.293
H  -4.546  1.430  2.283
H  -4.889  3.023  0.411
N  -1.721  -1.373  -3.755
C  -1.089  -0.449  -3.010
N  -0.284  -1.047  -2.110
C  -0.487  -2.429  -2.224
C  0.002  -3.504  -1.462
C  -0.420  -4.791  -1.827
C  -1.320  -4.983  -2.890
C  -1.811  -3.903  -3.648
C  -1.380  -2.644  -3.275
H  -2.308  -1.185  -4.574
H  -1.252  0.625  -3.095
H  0.713  -3.307  -0.657
H  -0.046  -5.673  -1.301
H  -1.656  -5.986  -3.153
H  -2.485  -3.975  -4.501

Atomic forces in eV per Å
O 2.0367 2.0171 -0.7563
C -0.8555 -0.9492 -0.8571
C 0.6546 0.1741 -1.6050
C -0.2550 0.5637 0.3983
H 0.0980 0.1551 0.0965
C -0.1621 0.4203 0.2312
H -0.2247 0.1891 0.2861
C -0.3196 -0.4216 0.2903
H -0.2964 -0.1316 0.2743
C 0.3758 -0.1383 -0.4597
H -0.0726 -0.4181 0.0974
C -0.0481 -0.4058 0.4571
H 0.3194 -0.0902 -0.0955
H -0.0032 -0.4078 0.4146
C 0.5681 0.0351 0.8790
C -1.4178 -0.7187 -2.1578
H 0.3997 -0.1054 -0.0232
H 0.3134 -0.1160 0.1451
H -0.3563 0.4970 0.3053
C 0.1238 -0.5069 1.2781
C 0.1113 0.0630 -0.1315
H -0.0333 0.3842 0.0173
H -0.1621 -0.0458 -0.0130
H -0.1181 -0.0037 -0.0606
H 0.3518 -0.0778 -0.0029
Lu -0.3996 1.4516 2.4468
Cl 0.1104 -0.5910 -0.0359
Cl -0.3524 -0.0417 -0.6394
C -0.5124 1.5009 -1.1382
O 0.3662 -2.0339 1.1111
N -0.1919 0.0450 0.0603
C 0.0669 -0.0879 0.0789
C 0.0391 0.1238 -0.0695
H -0.4489 0.1022 -0.0850
H 0.3231 -0.0631 0.1564
H 0.0989 0.1744 -0.2099
H 0.0455 0.2823 -0.0373
H -0.0232 -0.2130 0.1358
H 0.0361 0.0686 -0.0293
H 0.0217 0.0469 -0.0786
H 0.0656 -0.0305 0.0687
H 0.1685 0.1164 0.0626
C -0.1306 0.1819 -0.1141
C 0.1187 -0.1276 -0.1145
N 0.1491 -0.0454 -0.1059
H 0.1485 0.0478 -0.0803
C 1.1018 -0.4897 0.2540
O -1.4260 0.6449 -0.4508
H -0.1713 0.0731 0.2100
H -0.2407 -0.4413 0.4817
H 0.1241 -0.1925 -0.0579
H 0.0418 -0.2612 -0.1833
N -0.5848 -0.2773 -0.6584
C 1.2601 -1.3599 1.0300
N -1.2244 0.7284 -0.8468
C -0.1197 0.2958 -0.1858
C -0.0338 -0.2648 -0.3519
C 0.0260 0.6388 0.0413
C -0.4256 0.5489 -0.7197
C 0.1783 -0.5213 0.2160
C 0.0411 0.4308 0.0040
H 0.4172 -0.1036 0.7460
H 0.2827 -0.3141 -0.0511
H -0.1356 -0.1605 -0.2204
H -0.1174 0.4053 -0.0683
H 0.1794 0.2061 0.1107
H 0.0998 -0.4553 0.3099

[2]
Computed, not measured: a cluster of 6 separate species, C6H24BN8O8S in total in a non-equilibrium geometry, with ωB97M-V/def2-TZVPD.

As for the charge: -1. Its spin multiplicity is 1. The LUMO energy is 2.19 eV. The calculated total energy comes out at -1706.04555 Eh. The HOMO energy comes out at -0.258 Ha.

Cartesian coordinates (Å):
B  10.012  -17.487  32.514
H  10.901  -17.905  32.067
H  10.196  -17.497  33.577
H  9.795  -16.494  32.150
H  9.142  -18.097  32.326
C  14.007  -19.509  35.458
O  14.702  -20.349  36.017
N  13.342  -19.766  34.423
N  13.874  -18.303  35.806
H  13.351  -20.751  34.202
H  12.608  -19.095  34.244
H  13.260  -17.711  35.265
H  14.472  -18.065  36.585
C  6.458  -15.349  35.448
O  5.594  -14.911  36.194
N  7.486  -16.027  35.769
N  6.456  -15.224  34.156
H  7.772  -15.789  36.708
H  8.132  -16.378  35.076
H  7.138  -15.663  33.553
H  5.745  -14.591  33.820
C  13.626  -14.413  30.680
O  14.454  -13.618  30.367
N  12.425  -14.013  31.062
N  13.707  -15.754  30.798
H  12.175  -13.034  31.087
H  11.901  -14.761  31.494
H  14.517  -16.271  30.488
H  12.869  -16.280  31.001
C  8.345  -21.304  29.156
O  8.086  -22.259  28.353
N  9.464  -21.125  29.796
N  7.401  -20.404  29.447
H  10.205  -21.811  29.832
H  9.490  -20.407  30.506
H  7.710  -19.595  29.967
H  6.509  -20.432  28.974
C  10.145  -16.103  26.881
C  11.186  -17.196  26.674
O  11.142  -17.622  25.361
S  9.750  -17.247  24.661
O  8.710  -18.269  24.994
O  9.956  -16.921  23.239
O  9.643  -15.854  25.546
H  10.600  -15.225  27.340
H  9.306  -16.526  27.435
H  10.811  -17.980  27.331
H  12.255  -17.033  26.812

Atomic forces in eV per Å
B 0.0052 0.0847 -0.0427
H 3.6177 -1.6867 -2.1544
H 0.6404 0.1870 4.5004
H -0.6684 4.1683 -1.4381
H -3.4611 -2.6670 -0.9110
C 2.9899 -3.5712 2.2510
O 0.9933 -0.4906 0.9046
N -3.3184 -2.1382 -5.2618
N 0.3578 5.5003 2.9687
H -0.7435 0.3530 -0.4851
H -0.4544 -0.9850 -1.0422
H 0.5510 0.5441 0.7210
H -0.5413 0.8520 -0.1796
C -2.6842 1.0988 -0.0402
O -0.1249 0.5633 0.5613
N 4.2834 -2.7066 3.9294
N -1.9984 1.6587 -4.3816
H 0.5378 -0.8747 -0.0608
H 0.2495 0.1762 0.4614
H -0.2595 0.4080 -0.0444
H 0.2004 -0.4556 -0.5789
C -0.6731 -0.1230 0.6779
O 2.8353 1.0666 -1.3107
N -2.6279 0.0696 0.6961
N 0.9925 -1.8442 -0.3550
H 0.1067 -0.4958 0.1730
H -0.9376 0.9426 0.1873
H -0.1974 0.3504 0.1008
H 0.2603 -0.1551 -0.0705
C -2.9158 -3.7789 -3.4988
O 1.0324 1.8920 1.7332
N 3.0607 0.5503 1.7421
N -0.7090 1.3557 0.4896
H -0.4642 0.0668 -0.3359
H 0.2761 -0.0917 0.0409
H -0.6820 0.1178 -0.0967
H 0.4713 0.0544 0.0840
C -0.0805 -0.1593 -0.7519
C 0.2683 -1.0022 1.8150
O -0.8731 -0.7948 -2.5568
S -1.4420 -0.9348 -1.3730
O 2.8190 3.1862 -0.4263
O -0.3257 -0.4994 3.5307
O -0.4119 -0.5720 -0.8470
H -0.5379 0.2235 -0.3421
H 0.1822 0.4130 0.3501
H 0.7034 -0.4857 0.0425
H -0.3023 0.6294 0.6245

[3]
Computed, not measured: a structure of composition C38H79N2O16PS in a non-equilibrium geometry, with ωB97M-V/def2-TZVPD.

As for the charge: 0. Its spin multiplicity is 1. The LUMO energy is 0.46 eV. The calculated total energy comes out at -3548.09986 Eh. The HOMO energy comes out at -0.274 Ha. For the relative energy (zero: lowest compared OMol25 entry of this formula, charge and spin), the calculation gives 57.7 kcal/mol.

Cartesian coordinates (Å):
C  8.671  -1.514  1.438
C  8.133  -0.129  0.907
P  7.417  -0.295  -0.816
C  8.749  -1.089  -1.882
C  9.841  0.017  -2.249
C  6.965  1.369  -1.572
C  6.437  2.334  -0.433
N  7.512  2.879  0.377
S  5.554  3.826  -1.137
O  4.691  4.468  -0.116
O  6.551  4.817  -1.644
O  4.539  3.307  -2.352
C  5.385  2.538  -3.206
C  5.748  1.132  -2.549
N  6.013  0.244  -3.672
O  4.640  0.780  -1.740
C  4.052  -0.480  -2.054
C  3.029  -0.783  -0.906
C  2.188  -2.074  -1.208
C  2.148  0.464  -0.511
C  2.350  0.721  1.039
C  0.593  0.211  -0.673
H  8.636  -2.310  0.669
H  8.074  -1.863  2.300
H  9.724  -1.394  1.766
H  7.308  0.202  1.571
H  8.939  0.633  0.922
H  9.254  -1.930  -1.374
H  8.347  -1.474  -2.841
H  10.841  -0.412  -2.059
H  9.746  0.881  -1.561
H  9.692  0.307  -3.305
H  7.817  1.910  -2.045
H  5.752  1.796  0.256
H  8.228  3.307  -0.199
H  7.108  3.534  1.040
H  6.344  3.040  -3.462
H  4.877  2.299  -4.163
H  6.698  0.724  -4.255
H  6.425  -0.638  -3.383
H  3.536  -0.487  -3.042
H  4.780  -1.325  -2.023
H  3.654  -1.046  -0.019
H  2.857  -2.950  -1.400
H  1.553  -2.370  -0.347
H  1.508  -1.985  -2.091
H  2.356  1.381  -1.094
H  1.391  1.126  1.433
H  2.507  -0.232  1.590
H  3.177  1.433  1.231
H  0.325  -0.035  -1.714
H  0.256  -0.537  0.079
H  0.123  1.185  -0.402
O  -0.332  -2.255  -2.527
C  -0.929  -2.661  -3.491
O  -2.181  -2.240  -3.717
C  -2.904  -2.506  -4.925
C  -3.599  -3.850  -4.869
C  -0.329  -3.702  -4.396
H  -2.256  -2.407  -5.798
H  -3.651  -1.716  -5.005
H  -2.885  -4.669  -4.776
H  -4.193  -4.016  -5.767
H  -4.256  -3.902  -3.999
H  -0.513  -4.690  -3.975
H  0.746  -3.531  -4.449
H  -0.699  -3.665  -5.418
O  -3.691  -6.951  -6.242
C  -4.856  -7.209  -6.375
O  -5.770  -6.239  -6.217
C  -7.158  -6.389  -6.538
C  -7.928  -6.998  -5.386
C  -5.318  -8.619  -6.624
H  -7.285  -6.946  -7.468
H  -7.530  -5.382  -6.729
H  -7.575  -8.005  -5.154
H  -8.992  -7.052  -5.621
H  -7.797  -6.400  -4.483
H  -5.400  -9.142  -5.672
H  -4.573  -9.119  -7.242
H  -6.261  -8.687  -7.163
O  -0.774  -0.387  1.788
C  -1.948  -0.606  1.666
O  -2.828  0.393  1.831
C  -4.220  0.286  1.517
C  -5.004  -0.300  2.672
C  -2.457  -2.000  1.420
H  -4.369  -0.266  0.588
H  -4.562  1.304  1.328
H  -4.682  -1.317  2.902
H  -6.070  -0.323  2.442
H  -4.851  0.292  3.576
H  -2.548  -2.520  2.374
H  -1.733  -2.523  0.795
H  -3.406  -2.037  0.890
O  -8.554  -0.880  2.366
C  -8.805  0.091  3.035
O  -9.450  -0.045  4.200
C  -9.618  1.019  5.148
C  -10.833  1.864  4.830
C  -8.488  1.474  2.536
H  -8.705  1.614  5.230
H  -9.758  0.535  6.115
H  -10.736  2.356  3.860
H  -10.983  2.635  5.596
H  -11.727  1.240  4.783
H  -9.295  1.815  1.889
H  -7.564  1.429  1.961
H  -8.320  2.201  3.327
O  12.103  1.716  -1.412
C  12.240  2.815  -0.947
O  11.436  3.808  -1.359
C  11.377  5.099  -0.740
C  12.438  6.026  -1.296
C  13.352  3.120  0.020
H  11.424  5.014  0.347
H  10.390  5.498  -0.977
H  13.443  5.655  -1.092
H  12.344  7.022  -0.861
H  12.342  6.105  -2.380
H  14.261  3.340  -0.539
H  13.518  2.240  0.640
H  13.133  3.941  0.700
O  -11.997  3.848  6.661
C  -11.784  3.859  7.845
O  -12.485  3.047  8.648
C  -12.182  2.838  10.032
C  -12.827  3.896  10.903
C  -10.808  4.830  8.452
H  -11.105  2.766  10.190
H  -12.597  1.862  10.283
H  -12.449  4.893  10.673
H  -12.640  3.691  11.958
H  -13.905  3.919  10.736
H  -11.312  5.781  8.623
H  -9.991  4.981  7.747
H  -10.357  4.482  9.378

Atomic forces in eV per Å
C -0.0100 0.3508 -0.1952
C 0.6995 0.0824 -0.1342
P -1.2781 -1.8190 0.2700
C 1.0790 1.8563 -0.3961
C -0.4007 -1.1120 0.5996
C -0.1224 0.7848 0.9195
C 0.9810 -0.7421 0.0863
N -0.6674 -0.4430 -0.4500
S -1.3121 4.4716 1.0859
O 1.2432 -2.2054 -1.6889
O -1.3925 -2.9181 0.1470
O 2.1915 0.4791 1.0914
C 0.5505 -1.7423 -1.0802
C 0.1435 1.4087 0.0346
N 0.2243 0.4113 0.2394
O 0.7046 -0.8999 -1.0214
C -1.4974 -1.1496 0.8686
C 0.1504 -0.2014 -0.2445
C 0.4739 -0.0390 -0.4546
C -1.0802 -0.8393 1.1166
C -0.6173 0.3165 -0.5704
C 0.9378 0.6858 0.1059
H 0.0138 0.3951 0.4185
H 0.3018 0.1818 -0.4320
H -0.6328 -0.1818 -0.1935
H 0.5200 0.0390 -0.5720
H -0.5158 -0.4166 0.2153
H -0.6020 0.4050 -0.0095
H -0.1245 0.0587 0.7953
H -0.3676 0.4471 -0.5237
H 0.1611 -0.3847 -0.6761
H 0.4224 0.1514 0.5985
H -0.5522 -0.4136 -0.0820
H -0.0890 0.5742 -0.7875
H -0.1707 0.2607 0.1027
H 0.3900 0.1050 -0.0038
H -0.6784 0.1382 0.2224
H -0.1438 0.4170 0.7538
H -0.1180 -0.2450 -0.0579
H -0.0539 0.1011 0.1127
H 0.3877 0.2592 0.5339
H -0.1969 0.7462 -0.1708
H -0.2734 0.3525 -0.5830
H -0.2416 0.6592 0.1387
H 0.3698 0.3647 -0.4598
H 0.9711 0.1243 0.9947
H 0.3897 -0.5774 0.3085
H 0.8314 0.0288 -0.0618
H 0.0616 0.5592 -0.4374
H -0.3402 -0.4384 0.0396
H -0.0094 -0.0793 0.5855
H 0.2539 0.4848 -1.1215
H 0.0653 -0.7044 -0.2174
O -0.9902 -0.1221 -0.3782
C 0.2073 -0.3202 0.1419
O -0.1974 0.5114 0.0972
C -0.2133 -0.2648 -0.1019
C 0.1153 -0.0670 0.1003
C 0.3153 0.2151 -0.5347
H 0.0634 -0.0626 0.0649
H 0.1348 0.0882 0.1780
H -0.0399 -0.0053 -0.1548
H 0.0357 -0.0418 0.0338
H -0.0350 0.0971 -0.0578
H -0.0260 0.0157 -0.0243
H -0.0470 -0.0823 0.2356
H -0.1527 -0.1629 0.0704
O -0.0758 0.2147 -0.0040
C 0.1804 -0.4149 0.1706
O 0.0064 0.5367 -0.1424
C -0.2393 -0.1241 0.1289
C 0.0654 -0.1355 0.1228
C -0.1342 -0.1749 -0.5991
H 0.0646 -0.0611 0.0516
H 0.2128 0.0362 0.0182
H -0.0581 -0.0105 -0.0821
H 0.0301 0.0196 -0.0028
H -0.0401 0.0582 -0.0784
H -0.0164 0.0202 -0.0121
H 0.1027 0.0362 0.2249
H -0.0924 -0.0122 0.1973
O -0.4014 0.1633 0.5528
C 0.1699 -0.4470 0.2032
O 0.0019 0.5903 -0.1268
C -0.1965 -0.1390 0.1324
C 0.0206 -0.0933 0.1293
C -0.1230 -0.1896 -0.6208
H 0.0501 -0.0640 0.0537
H 0.2218 0.0386 0.0095
H -0.0710 -0.0141 -0.0876
H 0.0432 -0.0822 -0.0249
H -0.0004 0.0711 -0.0782
H -0.0191 0.0250 -0.0067
H 0.1000 0.0555 0.1894
H -0.0843 -0.0137 0.1886
O -0.1013 0.0489 0.3427
C -0.0868 0.0710 -0.4625
O 0.1452 -0.4957 0.3047
C -0.2849 0.2860 -0.0360
C 0.1270 0.0954 -0.0628
C 0.5793 0.3177 0.1868
H -0.0033 -0.0243 -0.1048
H 0.0582 -0.1893 -0.1354
H 0.0617 0.0390 0.0552
H 0.1092 -0.4360 -0.4605
H 0.0399 -0.0030 0.1085
H -0.0007 -0.0063 0.0343
H -0.1813 -0.1056 -0.1518
H -0.2258 0.0498 -0.0251
O -0.0246 0.2151 -0.0272
C 0.4200 -0.1367 -0.0086
O -0.5504 -0.0345 -0.1169
C 0.1277 0.2685 0.0022
C 0.1905 -0.0564 -0.0537
C -0.1419 0.0087 0.6241
H 0.0885 -0.0634 -0.0261
H -0.0177 -0.2046 -0.0804
H -0.0284 0.0402 0.0881
H -0.0230 -0.0299 -0.0124
H -0.0956 0.0286 0.0489
H -0.0244 0.0161 0.0027
H 0.0767 -0.0565 -0.2296
H 0.0970 0.1286 -0.1471
O -0.3146 0.1558 0.4507
C -0.0174 0.4886 -0.0313
O -0.1509 -0.5002 -0.1344
C -0.0434 0.1389 0.2791
C -0.0251 0.1920 -0.0502
C 0.6020 -0.2233 0.1057
H -0.0077 0.0875 -0.0564
H -0.0281 0.0055 -0.2236
H 0.0712 -0.0429 0.0592
H -0.0047 -0.0157 -0.0336
H 0.0322 -0.0969 0.0288
H -0.0002 -0.0232 0.0070
H -0.2005 0.1181 -0.0944
H -0.1624 0.1079 0.0986

What is the calculated total energy in the first record?
-3535.06336 Eh